# 1
A cluster of 4 separate species, C2H10N4 in total, computed with ωB97M-V/def2-TZVPD.

Its spin multiplicity is 1. For the lowest unoccupied orbital energy (alpha / beta), the calculation gives 0.5 / 0.5 eV. The HOMO-LUMO gap (alpha / beta) comes out at 6.2 / 6.2 eV. The electronic energy is -8192.1801 eV.

Structure (XYZ):
```
16
Properties=species:S:1:pos:R:3:nbo_charge:R:1
C -0.812 -0.305 0.025 0.594
C -2.126 0.363 -0.227 -0.683
N -0.264 -1.097 -0.908 -0.789
N -0.418 -0.510 1.300 -0.763
H 0.527 1.336 -0.327 -0.269
H -0.496 -0.885 -1.866 0.397
H 0.531 -0.852 1.419 0.433
H -0.741 0.145 1.992 0.401
H 0.785 -1.288 -0.761 0.458
H -2.187 0.719 -1.253 0.241
H -2.257 1.213 0.438 0.242
H -2.941 -0.350 -0.049 0.245
N 2.232 -0.342 0.021 -0.509
N 3.400 -0.017 0.151 -0.337
H 3.505 1.044 0.215 0.214
H 1.264 0.827 -0.172 0.127
```


# 2
An isolated molecule of C5H7N, computed with ωB97M-V/def2-TZVPD.

Its spin multiplicity is 1. As for the structure (SMILES): C#CCN1CC1. For the lowest unoccupied orbital energy, the calculation gives 1.1 eV. The HOMO-LUMO gap comes out at 10.5 eV. The electronic energy is -6785.0994 eV.

Structure (XYZ):
```
13
Properties=species:S:1:pos:R:3:nbo_charge:R:1
C -1.244 0.954 -1.636 -0.267
C -1.380 0.520 -0.520 -0.009
C -1.105 0.034 0.839 -0.306
N 0.333 -0.192 1.078 -0.385
C 1.300 0.345 0.138 -0.266
C 1.028 -1.112 0.193 -0.265
H -1.121 1.352 -2.618 0.241
H -1.473 0.762 1.572 0.227
H -1.636 -0.904 1.035 0.224
H 2.189 0.803 0.561 0.202
H 0.897 0.840 -0.741 0.208
H 1.714 -1.808 0.671 0.202
H 0.468 -1.523 -0.649 0.193
```


# 3
The ion C4H9N2 with charge +1, computed with ωB97M-V/def2-TZVPD.

Its spin multiplicity is 1. The total charge is +1. For the lowest unoccupied orbital energy (alpha / beta), the calculation gives -3.4 / -3.4 eV. The HOMO-LUMO gap (alpha / beta) comes out at 8.9 / 8.9 eV. The electronic energy is -7263.4479 eV.

Structure (XYZ):
```
15
Properties=species:S:1:pos:R:3:nbo_charge:R:1
C -0.651 1.093 0.905 0.458
C -0.881 -0.346 -1.216 -0.193
C -0.969 1.808 2.164 -0.730
C 1.465 -1.097 -1.033 -0.456
N -0.790 0.489 -0.134 -0.281
N 0.034 -1.530 -1.082 -0.500
H -0.687 0.366 -2.139 0.231
H -0.871 2.919 2.045 0.300
H -0.029 1.664 2.690 0.285
H -1.961 1.600 2.571 0.281
H 1.626 0.057 -0.716 0.249
H 1.881 -1.665 -0.197 0.221
H 2.112 -1.229 -1.899 0.257
H -0.055 -1.875 -0.204 0.422
H -0.223 -2.253 -1.756 0.457
```


# 4
A structure of composition C16H33CaNO9S2, computed with ωB97M-V/def2-TZVPD.

Its spin multiplicity is 1. For the lowest unoccupied orbital energy, the calculation gives -3.5 eV. The HOMO-LUMO gap comes out at 2.7 eV. The electronic energy is -77146.0799 eV.

Structure (XYZ):
```
62
Properties=species:S:1:pos:R:3:nbo_charge:R:1
Ca -23.665 4.996 9.654 1.798
C -29.923 3.815 8.541 -0.726
C -28.452 4.264 8.385 0.754
O -27.635 3.487 7.897 -0.780
O -28.133 5.386 8.775 -0.788
H -30.399 3.907 7.565 0.213
H -30.518 4.304 9.312 0.208
H -29.943 2.738 8.707 0.213
C -22.905 0.184 14.097 -0.715
C -23.072 1.322 13.092 0.734
O -23.712 2.360 13.283 -0.783
O -22.570 1.370 11.955 -0.818
H -21.952 0.209 14.625 0.217
H -23.041 -0.742 13.538 0.222
H -23.685 0.312 14.847 0.220
C -23.551 8.092 4.489 -0.633
C -23.552 6.904 5.381 -0.084
C -22.801 5.685 4.786 -0.059
O -22.629 4.759 5.879 -0.568
C -22.283 3.444 5.467 -0.267
N -22.854 7.269 6.669 -0.868
H -22.529 8.389 4.256 0.204
H -24.085 8.951 4.895 0.225
H -23.966 7.893 3.501 0.227
H -24.515 6.414 5.520 0.217
H -21.860 6.064 4.387 0.160
H -23.311 5.238 3.933 0.191
H -21.545 3.314 4.675 0.183
H -23.237 3.004 5.178 0.188
H -21.821 2.845 6.251 0.190
H -23.260 8.113 7.047 0.362
H -21.917 7.556 6.426 0.362
C -15.766 4.988 13.737 -0.422
C -16.785 4.686 14.823 -0.422
C -18.168 5.248 14.513 -0.663
S -18.026 6.157 12.948 2.115
O -17.774 7.586 13.199 -0.927
O -19.130 5.694 12.107 -0.957
C -16.472 5.316 12.479 -0.634
H -14.946 4.293 13.557 0.232
H -15.096 5.811 13.985 0.216
H -16.443 5.089 15.776 0.232
H -16.746 3.597 14.853 0.227
H -18.789 5.802 15.217 0.266
H -18.843 4.487 14.121 0.253
H -15.958 5.909 11.722 0.255
H -16.860 4.372 12.097 0.230
C -26.937 11.102 14.230 -0.404
C -27.631 9.742 14.022 -0.406
C -26.709 8.694 14.676 -0.648
S -25.034 9.110 14.094 2.153
O -24.738 8.577 12.802 -0.955
O -24.108 9.126 15.211 -0.924
C -25.479 10.867 13.831 -0.676
H -26.934 11.260 15.309 0.199
H -27.380 12.033 13.877 0.236
H -27.675 9.516 12.957 0.217
H -28.603 9.636 14.505 0.231
H -26.782 7.618 14.515 0.257
H -26.747 8.838 15.756 0.241
H -25.324 11.117 12.781 0.232
H -24.899 11.546 14.456 0.248
```


# 5
A structure of composition C22H24N4, computed with ωB97M-V/def2-TZVPD.

Its spin multiplicity is 1. For the lowest unoccupied orbital energy, the calculation gives -0.2 eV. The HOMO-LUMO gap comes out at 7.2 eV. The electronic energy is -29142.9394 eV.

Structure (XYZ):
```
50
Properties=species:S:1:pos:R:3:nbo_charge:R:1
C 2.071 -3.321 2.497 -0.634
C 1.062 -2.587 1.680 0.137
N 1.349 -2.656 0.378 -0.192
N 0.586 -1.991 -0.631 -0.340
C 1.246 -1.445 -1.714 -0.107
C 0.658 -1.345 -3.060 -0.232
N -0.483 -0.524 -2.912 -0.433
C -1.463 -1.240 -1.913 -0.210
C -0.672 -1.226 -0.597 -0.243
H -1.245 -1.714 0.288 0.211
H -0.308 -0.296 -0.325 0.189
H -2.324 -0.656 -1.905 0.204
H -1.813 -2.150 -2.001 0.202
C -0.490 0.653 -3.212 -0.236
C 0.067 1.557 -2.216 0.042
C 1.648 1.865 -2.362 -0.202
C 2.307 2.567 -1.298 -0.273
C 1.810 3.043 -0.274 -0.166
C 0.338 2.665 -0.081 -0.103
C -0.107 3.382 1.061 -0.102
C -1.661 3.274 1.224 -0.254
C -2.192 2.654 0.240 -0.175
C -1.732 2.002 -0.840 -0.219
C -0.253 2.183 -1.058 -0.070
H -2.632 1.408 -1.678 0.230
H -3.456 2.472 0.548 0.172
H -2.108 3.814 2.280 0.236
H 0.424 3.731 1.715 0.165
H 2.444 3.583 0.431 0.221
H 3.429 2.602 -1.548 0.207
H 2.008 1.271 -3.321 0.218
H -0.206 0.871 -4.216 0.207
H -1.561 1.010 -3.274 0.188
H 1.181 -0.921 -3.830 0.207
H 0.349 -2.407 -3.361 0.183
H 2.381 -2.403 -1.961 0.124
H 1.723 -0.597 -1.594 0.161
C 0.265 -1.734 2.368 -0.069
C 0.058 -0.410 2.373 -0.259
C -0.815 0.240 3.014 -0.187
C -1.814 -0.503 3.915 0.024
N -1.680 -1.774 3.610 -0.442
C -0.976 -2.363 2.941 0.105
H -1.081 -3.403 2.993 0.158
H -2.753 -0.098 4.211 0.199
H -1.028 1.257 3.392 0.232
H 0.793 0.219 2.060 0.217
H 2.404 -2.650 3.405 0.228
H 1.379 -4.218 2.857 0.221
H 2.871 -3.694 1.703 0.262
```


# 6
A cluster of 5 separate species, C30H38Cl2F2N5O2 in total, computed with ωB97M-V/def2-TZVPD.

Its spin multiplicity is 1. The total charge is +1. For the lowest unoccupied orbital energy, the calculation gives -4.8 eV. The HOMO-LUMO gap comes out at 4.6 eV. The electronic energy is -73743.5623 eV.

Structure (XYZ):
```
79
Properties=species:S:1:pos:R:3:lowdin_charge:R:1
C 2.968 -3.153 3.361 -0.071
C 3.073 -1.606 3.409 -0.142
C 1.864 -0.952 4.144 -0.256
F 2.237 -0.276 5.293 0.018
C 0.982 -0.128 3.233 -0.093
C -0.077 -0.773 2.633 0.057
C -0.931 -0.109 1.790 -0.058
C -2.049 -0.858 1.110 -0.367
O -1.792 -1.635 0.218 0.167
O -3.360 -0.627 1.460 -0.039
C -3.880 -1.626 2.348 -0.712
Cl -5.627 -1.727 2.087 0.740
C -3.595 -1.374 3.853 -0.674
C -3.232 0.081 4.229 -0.093
Cl -2.325 -2.504 4.483 0.653
C -0.737 1.254 1.577 0.071
C 0.316 1.858 2.180 0.025
N 1.153 1.166 2.968 0.033
C 2.297 1.930 3.538 -0.042
C 1.801 2.966 4.560 -0.130
F 1.778 4.202 3.904 -0.055
H 3.726 -3.638 3.985 0.082
H 3.117 -3.534 2.346 0.080
H 1.997 -3.533 3.698 0.074
H 3.011 -1.261 2.369 0.113
H 4.019 -1.315 3.871 0.124
H 1.243 -1.788 4.485 0.140
H -0.205 -1.834 2.817 0.119
H -3.411 -2.580 2.075 0.095
H -4.500 -1.657 4.389 0.077
H -2.198 0.122 4.578 0.056
H -3.406 0.805 3.429 0.081
H -3.884 0.376 5.057 0.090
H -1.386 1.855 0.948 0.128
H 0.503 2.915 2.018 0.162
H 3.103 1.292 3.893 0.131
H 2.709 2.504 2.700 0.149
H 0.762 2.777 4.849 0.132
H 2.465 3.092 5.416 0.135
N -1.755 4.457 -0.885 -0.006
C -0.820 5.296 -1.434 -0.133
C -0.217 4.636 -2.471 -0.096
C -0.814 3.351 -2.560 -0.106
C -1.758 3.270 -1.574 -0.169
H -2.344 4.678 -0.104 0.140
H -0.666 6.286 -1.038 0.109
H 0.565 5.030 -3.100 0.098
H -0.576 2.575 -3.270 0.084
H -2.430 2.471 -1.303 0.098
N 0.395 -1.181 -2.886 0.006
C -0.073 -1.155 -4.170 -0.127
C 0.952 -0.748 -4.984 -0.131
C 2.087 -0.524 -4.158 -0.103
C 1.713 -0.802 -2.870 -0.141
H -0.144 -1.440 -2.080 0.115
H -1.091 -1.427 -4.395 0.112
H 0.895 -0.627 -6.054 0.098
H 3.064 -0.197 -4.473 0.096
H 2.267 -0.763 -1.948 0.099
N -1.754 -4.492 -0.107 -0.004
C -2.176 -5.701 0.380 -0.137
C -1.153 -6.598 0.226 -0.104
C -0.069 -5.904 -0.374 -0.106
C -0.469 -4.608 -0.565 -0.149
H -2.301 -3.653 -0.127 0.100
H -3.165 -5.817 0.792 0.106
H -1.178 -7.636 0.512 0.094
H 0.894 -6.311 -0.636 0.093
H 0.047 -3.762 -0.987 0.090
N 0.933 2.233 -6.205 0.008
C 2.090 2.150 -6.929 -0.146
C 2.257 3.337 -7.595 -0.108
C 1.158 4.172 -7.253 -0.110
C 0.365 3.461 -6.393 -0.151
H 0.556 1.504 -5.622 0.095
H 2.692 1.256 -6.911 0.101
H 3.075 3.581 -8.253 0.091
H 0.975 5.177 -7.597 0.090
H -0.557 3.721 -5.899 0.101
```


# 7
An isolated molecule of C4H4FNS, computed with ωB97M-V/def2-TZVPD.

Its spin multiplicity is 1. As for the structure (SMILES): FC1=CNC(=S)C1. For the lowest unoccupied orbital energy, the calculation gives 0.0 eV. The HOMO-LUMO gap comes out at 8.5 eV. The electronic energy is -19252.7237 eV.

Structure (XYZ):
```
11
Properties=species:S:1:pos:R:3:nbo_charge:R:1
F -1.790 0.477 -2.250 -0.329
C -1.180 0.092 -0.988 0.395
C -1.480 -0.926 -0.061 -0.134
N -0.468 -0.873 0.903 -0.560
C 0.521 -0.043 0.697 0.141
S 2.107 0.216 1.168 -0.150
C 0.027 0.808 -0.441 -0.557
H -2.121 -1.884 0.093 0.247
H -0.162 -1.976 1.362 0.418
H 0.855 0.879 -1.216 0.274
H -0.227 1.756 -0.234 0.256
```


# 8
A structure of composition C48H53IrN6O2P3S, computed with ωB97M-V/def2-TZVPD.

Its spin multiplicity is 2. The total charge is +2. For the lowest unoccupied orbital energy (alpha / beta), the calculation gives -6.8 / -6.5 eV. The HOMO-LUMO gap (alpha / beta) comes out at 3.6 / 3.9 eV. The electronic energy is -105199.7130 eV.

Structure (XYZ):
```
114
Properties=species:S:1:pos:R:3:lowdin_charge:R:1
Ir -0.083 -0.219 -0.200 1.041
N -1.430 -0.924 3.064 0.287
C -0.428 -1.711 2.690 -0.339
N 0.277 -2.393 3.698 0.124
C 0.875 -3.585 3.268 -0.335
N 1.428 -4.380 4.199 0.229
N 0.917 -3.917 2.019 0.203
C 0.498 -3.045 1.078 -0.211
N -0.166 -1.889 1.420 0.100
C 0.549 -3.379 -0.295 -0.223
C 0.837 -4.697 -0.708 0.037
C 0.719 -5.029 -2.032 -0.004
C 0.341 -4.035 -2.942 0.005
C 0.113 -2.757 -2.475 -0.152
N 0.220 -2.418 -1.195 0.022
H -1.604 -0.743 4.039 0.109
H -1.833 -0.324 2.346 0.058
H 1.171 -4.285 5.166 0.128
H 1.732 -5.290 3.887 0.133
H 1.110 -5.411 0.050 0.121
H 0.900 -6.037 -2.368 0.127
H 0.221 -4.259 -3.989 0.124
H -0.178 -1.974 -3.160 0.088
O -1.984 1.120 1.199 -0.428
P -2.278 2.276 2.091 0.768
C -0.721 3.141 2.597 -0.266
P 0.757 2.051 2.709 0.796
O 0.908 1.220 1.484 -0.442
C 0.610 0.920 4.142 -0.328
C 1.277 -0.263 3.999 -0.116
C 0.888 -1.494 4.744 -0.259
C -0.064 -1.212 5.859 -0.075
C -0.563 0.035 6.079 -0.121
C -0.263 1.112 5.224 -0.147
C 2.160 3.171 2.984 -0.257
C 3.212 2.757 3.792 -0.065
C 4.299 3.589 3.987 -0.056
C 4.347 4.831 3.373 -0.053
C 3.299 5.248 2.569 -0.067
C 2.205 4.422 2.382 -0.090
C -3.310 3.543 1.312 -0.278
C -4.304 3.100 0.446 -0.074
C -5.183 4.006 -0.119 -0.059
C -5.074 5.355 0.183 -0.055
C -4.092 5.795 1.057 -0.061
C -3.218 4.891 1.634 -0.080
C -3.208 1.764 3.567 -0.280
C -3.172 2.447 4.776 -0.092
C -3.912 1.984 5.850 -0.057
C -4.742 0.884 5.704 -0.052
C -4.832 0.239 4.480 -0.057
C -4.057 0.672 3.419 -0.100
H -0.827 3.757 3.485 0.076
H -0.490 3.790 1.746 0.045
H 1.979 -0.396 3.188 0.084
H 1.769 -2.035 5.108 0.134
H -0.348 -2.039 6.492 0.094
H -1.239 0.202 6.905 0.110
H -0.709 2.074 5.401 0.071
H 3.170 1.791 4.276 0.105
H 5.104 3.274 4.633 0.113
H 5.200 5.474 3.523 0.114
H 3.321 6.223 2.103 0.114
H 1.389 4.761 1.763 0.082
H -4.374 2.046 0.219 0.103
H -5.957 3.664 -0.788 0.112
H -5.754 6.065 -0.260 0.115
H -4.012 6.843 1.299 0.113
H -2.472 5.240 2.332 0.103
H -2.578 3.342 4.884 0.104
H -3.841 2.487 6.802 0.117
H -5.331 0.543 6.539 0.114
H -5.505 -0.593 4.350 0.112
H -4.114 0.171 2.464 0.105
C 2.560 -0.589 -3.929 -0.077
C 2.081 0.730 -3.328 -0.646
C 0.642 0.995 -3.771 -0.091
C 2.964 1.873 -3.831 -0.060
P 2.057 0.648 -1.419 1.162
C 1.935 2.433 -1.038 -0.369
C 3.005 3.308 -0.879 -0.077
C 2.783 4.666 -0.738 -0.071
C 1.494 5.172 -0.735 -0.075
C 0.417 4.305 -0.850 -0.073
C 0.639 2.949 -1.002 -0.141
C 3.695 -0.068 -0.755 -0.641
C 3.615 -1.591 -0.900 -0.084
C 4.990 0.403 -1.413 -0.057
C 3.716 0.265 0.737 -0.093
H 2.362 -0.583 -5.000 0.100
H 2.040 -1.440 -3.494 0.051
H 3.632 -0.719 -3.806 0.073
H 0.595 0.992 -4.857 0.102
H 0.296 1.968 -3.427 0.079
H -0.032 0.228 -3.391 0.024
H 2.985 1.832 -4.919 0.103
H 3.988 1.793 -3.481 0.073
H 2.569 2.845 -3.544 0.085
H 4.021 2.951 -0.867 0.093
H 3.625 5.331 -0.631 0.118
H 1.331 6.234 -0.636 0.119
H -0.593 4.693 -0.833 0.113
H -0.205 2.267 -1.084 0.060
H 3.722 -1.910 -1.931 0.073
H 2.672 -1.971 -0.514 0.044
H 4.421 -2.051 -0.331 0.102
H 5.047 0.108 -2.457 0.072
H 5.822 -0.075 -0.894 0.104
H 5.145 1.475 -1.346 0.069
H 2.853 -0.189 1.220 0.042
H 3.691 1.338 0.921 0.074
H 4.616 -0.141 1.194 0.103
S -2.845 -0.884 -2.157 0.836
C -1.676 -0.241 -1.397 -0.783
```


Result set for energy above the lowest of the compared OMol25 structures with the same formula, charge and spin: 449.2 329.3 452.9 1307.4 1912.2 38.7 211.2 320.5 kJ/mol, one per record in the order listed.